No. 1
A cluster of 13 separate species, C56H70F32O22 in total at a distorted geometry, computed with ωB97M-V/def2-TZVPD.

Multiplicity: 2
E_HOMO (spin up / spin down) (eV): -11.11 / -11.11
Energy (eV): -191196.921
Expectation value of S²: 0.76
Net charge: +1

Geometry (Å):
O -20.9236 15.0761 20.0925
C -21.9387 15.7872 20.0354
O -22.1636 16.6914 20.9749
C -23.2622 17.5515 20.6816
C -24.0461 16.8498 19.6229
C -22.9896 15.9253 18.9534
H -22.8462 18.4914 20.3188
H -23.8704 17.6854 21.5762
H -24.4705 17.6033 18.9593
H -24.9129 16.4254 20.1294
H -22.5554 16.2088 17.9946
H -23.2553 14.8844 18.7686
O -18.2580 8.6294 16.9876
C -17.3868 9.5053 16.6555
O -16.2822 9.2215 16.0923
C -15.5165 10.3244 15.7552
C -16.1991 11.4791 16.2246
C -17.5450 10.9998 16.7920
H -15.2731 10.4294 14.6980
H -14.5671 10.1804 16.2710
H -16.2372 12.1492 15.3658
H -15.5916 11.9095 17.0208
H -18.3636 11.3754 16.1782
H -17.7108 11.3369 17.8152
O -17.5549 13.4886 11.2707
C -17.2038 13.3372 10.1334
O -17.2894 14.3605 9.1996
C -16.7887 13.9636 7.8772
C -15.8548 12.8638 8.2672
C -16.3998 12.1925 9.5348
H -16.3134 14.7873 7.3446
H -17.5987 13.6322 7.2274
H -14.8328 13.2308 8.3609
H -15.8005 12.1352 7.4583
H -15.6976 11.8093 10.2752
H -17.0948 11.4424 9.1576
O -15.8580 16.9688 16.3476
C -16.5410 17.9734 16.5697
O -17.0962 18.7065 15.6129
C -17.5659 20.0061 16.0192
C -17.7816 19.7499 17.5622
C -16.8342 18.6147 17.9177
H -18.5382 20.1071 15.5369
H -16.8583 20.8100 15.8162
H -18.7969 19.3679 17.6693
H -17.6559 20.5875 18.2483
H -17.2204 18.0279 18.7512
H -15.8293 18.9830 18.1244
O -20.3346 7.9428 15.2297
C -21.4534 7.5613 14.9498
O -22.3268 7.2141 15.8711
C -23.5726 6.8651 15.2525
C -23.6518 7.6461 13.9739
C -22.1236 7.6001 13.5822
H -24.4044 7.1853 15.8800
H -23.5270 5.7828 15.1317
H -23.8597 8.6953 14.1838
H -24.2858 7.2382 13.1866
H -21.8627 8.4515 12.9536
H -21.6816 6.8185 12.9644
O -20.9585 8.4571 18.3654
C -21.3431 9.5935 18.5860
O -20.6340 10.5232 19.2808
C -21.2098 11.8061 19.0900
C -22.1107 11.7527 17.8718
C -22.5797 10.3038 18.0027
H -20.3945 12.4977 18.8775
H -21.8654 12.1011 19.9093
H -21.4862 11.8080 16.9802
H -22.9326 12.4635 17.7862
H -22.6620 9.8116 17.0336
H -23.4649 10.2498 18.6364
O -18.5648 19.9133 10.8206
C -18.6413 18.7975 11.3068
O -19.7203 18.0758 11.2078
C -19.6012 16.9017 11.9000
C -18.1056 16.6627 11.8859
C -17.4766 18.0401 11.9796
H -20.0854 16.0990 11.3438
H -19.9427 17.0917 12.9175
H -17.8478 16.0956 10.9915
H -17.7021 16.1250 12.7440
H -16.5526 18.2198 11.4301
H -17.4567 18.4070 13.0058
O -14.2916 15.5574 21.6836
C -13.9257 15.3819 20.5483
O -12.8474 14.6405 20.4647
C -12.5264 14.4225 19.1209
C -13.5773 15.1547 18.2210
C -14.4469 15.8246 19.2227
H -12.2920 13.3773 18.9195
H -11.5840 14.9580 19.0057
H -14.0911 14.3800 17.6519
H -13.2628 15.9748 17.5755
H -15.4915 15.5174 19.2735
H -14.3968 16.9131 19.1967
O -26.1324 14.6946 10.3379
C -25.6297 13.5558 10.2862
O -25.4291 12.8773 11.3686
C -24.8066 11.6143 11.1358
C -24.9555 11.3813 9.6414
C -25.1998 12.7698 9.0258
H -25.1625 10.8258 11.7990
H -23.7518 11.6584 11.4072
H -25.8819 10.8258 9.4952
H -24.0685 10.8079 9.3720
H -25.9658 12.7952 8.2507
H -24.2465 13.0477 8.5763
C -25.8609 14.9546 16.3635
C -25.5626 13.4492 16.1263
C -24.2144 13.2382 15.3399
F -23.1727 13.9740 15.8727
F -23.8161 11.9967 15.3974
F -25.5507 12.7544 17.2631
F -26.5775 12.9682 15.4299
O -27.0307 15.1415 17.1724
C -27.6838 16.4298 17.2272
C -29.0362 16.2924 18.0487
F -28.8302 15.7832 19.2642
F -29.8229 17.2975 18.2837
F -26.7890 17.3000 17.7498
F -27.9105 16.8084 15.9550
H -26.0094 15.4084 15.3836
H -24.9389 15.3362 16.8022
H -24.2255 13.5311 14.2901
H -29.5042 15.3531 17.7540
C -17.6912 4.3840 13.0492
C -16.3939 3.5551 12.7880
C -15.5631 4.3507 11.7941
F -16.3071 4.8656 10.8069
F -14.7470 5.3407 12.2731
F -15.7377 3.3030 13.9086
F -16.7865 2.4265 12.1980
O -17.4096 5.6860 13.4862
C -18.2082 6.6637 12.8005
C -17.6827 7.9886 13.2547
F -16.3494 8.2363 13.2211
F -18.2876 9.0621 12.7189
F -18.0967 6.5127 11.5551
F -19.4724 6.4824 13.0417
H -18.1448 3.9140 13.9218
H -18.3620 4.2628 12.1986
H -14.8754 3.7070 11.2455
H -18.1335 8.1474 14.2343
C -19.8433 13.7108 14.1278
C -20.0774 12.2633 13.6648
C -20.6412 12.1147 12.2260
F -20.8939 10.8584 11.8890
F -21.7417 12.8528 12.0394
F -18.9611 11.6509 13.6458
F -20.8702 11.7128 14.5474
O -19.1402 13.9258 15.3664
C -19.4264 15.0939 16.2097
C -18.6758 15.0815 17.6049
F -17.4337 14.6844 17.6209
F -18.7132 16.4014 17.9544
F -18.9877 16.0186 15.4023
F -20.7514 15.1766 16.2975
H -20.8743 14.0489 14.2324
H -19.5569 14.2178 13.2064
H -19.8947 12.4555 11.5085
H -19.2407 14.4490 18.2897
C -17.7660 9.4911 6.5388
C -18.0893 10.3399 5.3301
C -17.0831 10.2921 4.1864
F -16.6166 9.0617 4.0034
F -17.3184 10.7776 2.9696
F -19.2949 10.0805 4.7166
F -18.1342 11.5480 5.7410
O -18.8192 9.4290 7.4941
C -18.8568 8.3766 8.3648
C -20.1925 8.3663 9.2413
F -21.4182 8.3099 8.6046
F -20.1657 7.5404 10.2751
F -18.6627 7.2386 7.8124
F -17.8352 8.6900 9.1192
H -16.8732 9.7905 7.0879
H -17.5553 8.4650 6.2374
H -16.1974 10.8616 4.4681
H -20.0334 9.2816 9.8114

Atomic partial charges in e from the Löwdin method, atoms 1 to 99: atom 1 (O): 0.07, atom 2 (C): -0.45, atom 3 (O): 0.05, atom 4 (C): -0.15, atom 5 (C): -0.14, atom 6 (C): -0.05, atom 7 (H): 0.13, atom 8 (H): 0.14, atom 9 (H): 0.11, atom 10 (H): 0.12, atom 11 (H): 0.12, atom 12 (H): 0.11, atom 13 (O): 0.36, atom 14 (C): -0.29, atom 15 (O): 0.15, atom 16 (C): -0.17, atom 17 (C): -0.12, atom 18 (C): 0.02, atom 19 (H): 0.15, atom 20 (H): 0.16, atom 21 (H): 0.14, atom 22 (H): 0.13, atom 23 (H): 0.12, atom 24 (H): 0.15, atom 25 (O): 0.10, atom 26 (C): -0.44, atom 27 (O): 0.00, atom 28 (C): -0.12, atom 29 (C): -0.17, atom 30 (C): -0.04, atom 31 (H): 0.13, atom 32 (H): 0.11, atom 33 (H): 0.12, atom 34 (H): 0.10, atom 35 (H): 0.13, atom 36 (H): 0.11, atom 37 (O): 0.07, atom 38 (C): -0.48, atom 39 (O): 0.00, atom 40 (C): -0.09, atom 41 (C): -0.13, atom 42 (C): -0.10, atom 43 (H): 0.13, atom 44 (H): 0.13, atom 45 (H): 0.11, atom 46 (H): 0.12, atom 47 (H): 0.12, atom 48 (H): 0.13, atom 49 (O): 0.08, atom 50 (C): -0.48, atom 51 (O): 0.04, atom 52 (C): -0.15, atom 53 (C): -0.11, atom 54 (C): -0.06, atom 55 (H): 0.13, atom 56 (H): 0.14, atom 57 (H): 0.11, atom 58 (H): 0.12, atom 59 (H): 0.11, atom 60 (H): 0.11, atom 61 (O): 0.14, atom 62 (C): -0.41, atom 63 (O): 0.04, atom 64 (C): -0.16, atom 65 (C): -0.15, atom 66 (C): -0.05, atom 67 (H): 0.11, atom 68 (H): 0.14, atom 69 (H): 0.10, atom 70 (H): 0.09, atom 71 (H): 0.11, atom 72 (H): 0.14, atom 73 (O): 0.10, atom 74 (C): -0.49, atom 75 (O): 0.06, atom 76 (C): -0.19, atom 77 (C): -0.17, atom 78 (C): -0.04, atom 79 (H): 0.13, atom 80 (H): 0.13, atom 81 (H): 0.10, atom 82 (H): 0.11, atom 83 (H): 0.13, atom 84 (H): 0.11, atom 85 (O): 0.11, atom 86 (C): -0.52, atom 87 (O): 0.05, atom 88 (C): -0.15, atom 89 (C): -0.13, atom 90 (C): -0.10, atom 91 (H): 0.12, atom 92 (H): 0.12, atom 93 (H): 0.10, atom 94 (H): 0.12, atom 95 (H): 0.12, atom 96 (H): 0.13, atom 97 (O): 0.07, atom 98 (C): -0.47, atom 99 (O): 0.04

---

No. 2
A structure of composition C56H70F6N7O34RbS4 at a distorted geometry, computed with ωB97M-V/def2-TZVPD.

E_HOMO (eV): -9.57
Energy (eV): -199537.921
Relative energy (zero: lowest compared OMol25 entry of this formula, charge and spin) (kcal/mol): 0.0

Geometry (Å):
Rb 0.9181 -3.5049 -0.7107
C 1.4632 0.9730 -1.3547
F 1.3636 2.1635 -1.9203
F 2.4654 0.2689 -1.8517
F 1.6800 1.2012 -0.0508
S -0.1828 0.0770 -1.4914
O -1.1834 1.0957 -1.5454
O -0.1401 -0.7770 -2.6627
N -0.1104 -1.0020 -0.2074
S -1.1971 -0.4604 0.8352
O -0.8219 0.8038 1.4178
O -2.5586 -0.5910 0.4015
C -1.0794 -1.7127 2.1959
F -1.3858 -2.9366 1.7400
F 0.1402 -1.7368 2.7305
F -1.9766 -1.3683 3.1005
C 1.1955 -8.0271 1.6270
O 0.0155 -7.4438 2.1915
C -0.7412 -6.7189 1.3890
O -0.5700 -6.4967 0.2155
O -1.8023 -6.3356 2.0954
C -2.9201 -5.8862 1.3370
H 1.8949 -7.2409 1.3384
H 0.8612 -8.5801 0.7508
H 1.6991 -8.6416 2.3630
H -3.1843 -6.4984 0.4718
H -2.7047 -4.8709 1.0067
H -3.8404 -5.8835 1.9174
C -1.6765 -7.0321 -3.1832
O -2.4523 -6.2091 -2.3171
C -2.2662 -4.9124 -2.4200
O -1.3775 -4.3402 -3.0030
O -3.2128 -4.2933 -1.7351
C -3.1923 -2.8674 -1.7265
H -1.7178 -6.6646 -4.2115
H -2.0713 -8.0412 -3.2139
H -0.6388 -6.9873 -2.8542
H -3.9595 -2.4903 -1.0578
H -3.3910 -2.4642 -2.7195
H -2.2277 -2.5330 -1.3498
C 4.5997 -5.6914 1.2015
O 5.1658 -4.8491 0.2120
C 4.5990 -3.6611 0.0891
O 3.5786 -3.2982 0.6355
O 5.3064 -2.9528 -0.7548
C 4.8905 -1.6149 -1.0822
H 4.6746 -5.2764 2.2054
H 5.0988 -6.6567 1.2107
H 3.5534 -5.8914 0.9639
H 5.7275 -1.1153 -1.5565
H 4.6062 -1.0343 -0.2085
H 4.0605 -1.7814 -1.7699
C 3.1556 -0.6355 2.3980
O 4.2456 -0.0863 3.1339
C 4.1104 1.1352 3.6307
O 3.1034 1.8003 3.6279
O 5.2496 1.4964 4.1963
C 5.3278 2.7997 4.7473
H 3.2305 -1.7093 2.5101
H 3.2158 -0.2724 1.3695
H 2.1795 -0.2865 2.7412
H 6.3731 2.9630 4.9987
H 4.6896 2.8775 5.6259
H 5.0767 3.5844 4.0353
C 4.5318 4.3727 1.1845
C 5.7634 4.8176 1.6501
C 6.8194 3.9357 1.7842
C 6.6672 2.6126 1.3978
C 5.4753 2.1830 0.8409
C 4.3808 3.0280 0.8409
N 7.8382 1.7343 1.3472
O 7.7048 0.6591 0.8003
O 8.8631 2.1302 1.8560
H 3.6623 5.0134 1.1218
H 5.8452 5.8702 1.8889
H 7.8265 4.2426 2.0360
H 5.3502 1.1792 0.4592
H 3.3833 2.6698 0.6251
C -8.2877 -0.6762 0.8183
C -6.9231 -0.5133 0.6310
C -6.0076 -1.3866 1.1727
C -6.4816 -2.4233 1.9669
C -7.8353 -2.5987 2.1925
C -8.7418 -1.7008 1.6427
N -5.5174 -3.2824 2.6575
O -5.9583 -4.2101 3.3062
O -4.3329 -3.0374 2.5412
H -9.0029 0.0606 0.4781
H -6.5912 0.3252 0.0335
H -4.9349 -1.2786 1.0729
H -8.1770 -3.3928 2.8400
H -9.7954 -1.8599 1.8257
C 0.0686 2.2978 -4.9906
C 1.2957 2.8072 -5.3894
C 1.7591 4.0049 -4.8655
C 0.9891 4.6337 -3.8976
C -0.3020 4.2039 -3.6484
C -0.7843 3.0133 -4.1619
N 1.5017 5.7942 -3.1931
O 0.9377 6.0711 -2.1501
O 2.4937 6.3541 -3.6032
H -0.2006 1.3035 -5.3316
H 1.9635 2.1409 -5.9188
H 2.7474 4.3677 -5.1118
H -0.8841 4.7482 -2.9152
H -1.7726 2.6778 -3.8938
C -1.1400 -2.2393 -6.8754
C -1.6551 -1.6477 -8.0240
C -2.3475 -0.4570 -7.9131
C -2.6332 0.0464 -6.6545
C -2.1144 -0.5420 -5.5074
C -1.3141 -1.6692 -5.6180
N -3.3614 1.3170 -6.5655
O -3.3743 1.9637 -5.5353
O -3.8754 1.7137 -7.5976
H -0.6621 -3.2028 -7.0036
H -1.4171 -2.0988 -8.9773
H -2.8985 -0.0179 -8.7353
H -2.2562 -0.0473 -4.5530
H -0.8322 -2.1430 -4.7730
C -3.9318 5.6446 4.7243
C -3.0364 4.5836 4.7874
C -3.2885 3.4777 3.9957
C -4.3541 3.4706 3.1203
C -5.2241 4.5479 3.0392
C -5.0056 5.6516 3.8450
N -4.5739 2.3199 2.2508
O -5.6301 2.2169 1.6544
O -3.6563 1.5366 2.1039
H -3.7789 6.4736 5.4052
H -2.2240 4.6468 5.4941
H -2.7343 2.5556 4.1300
H -6.0449 4.5264 2.3368
H -5.6915 6.4797 3.7401
C 3.9786 0.6178 -7.1242
C 4.0857 0.4263 -5.7533
C 3.4023 -0.6166 -5.1515
C 2.6188 -1.4617 -5.9135
C 2.5420 -1.3131 -7.2933
C 3.1963 -0.2362 -7.8772
N 1.9657 -2.6162 -5.2998
O 1.6618 -3.5451 -6.0181
O 1.7824 -2.5876 -4.0996
H 4.4178 1.4976 -7.5781
H 4.7382 1.0548 -5.1621
H 3.4919 -0.7308 -4.0793
H 1.9740 -2.0131 -7.8869
H 2.9386 0.0054 -8.9014
O -1.5194 -0.1711 7.4499
S -2.3122 0.6399 6.5782
O -3.1713 1.6505 7.0983
O -1.3543 1.3691 5.5116
C -0.2127 0.6248 4.9893
C 0.9849 0.7335 5.9071
C -3.3119 -0.3935 5.4852
H -0.0940 1.0546 3.9950
H -0.5113 -0.4192 4.8680
H 1.1657 1.7994 6.0685
H 1.8763 0.4379 5.3458
H 0.8574 0.1967 6.8376
H -4.2377 -0.5336 6.0376
H -2.8076 -1.3281 5.2739
H -3.4873 0.1685 4.5715
O -0.7609 6.3674 0.8066
S 0.0639 5.2115 0.8975
O 1.4734 5.2182 0.6309
O -0.1271 4.7302 2.4467
C 0.8827 3.8766 2.9926
C 0.7989 3.9302 4.4982
C -0.7165 3.8125 0.1364
H 1.8675 4.1503 2.6148
H 0.7308 2.8467 2.6461
H 0.6751 4.9770 4.8001
H 1.7240 3.6808 5.0165
H -0.0387 3.3444 4.8723
H -0.3967 3.8723 -0.9079
H -1.7945 3.8802 0.2033
H -0.2543 2.9135 0.5323

Atomic partial charges in e from the Löwdin method, atoms 1 to 99: atom 1 (Rb): 0.81, atom 2 (C): -0.65, atom 3 (F): 0.17, atom 4 (F): 0.15, atom 5 (F): 0.11, atom 6 (S): 0.61, atom 7 (O): -0.25, atom 8 (O): -0.32, atom 9 (N): -0.42, atom 10 (S): 0.55, atom 11 (O): -0.29, atom 12 (O): -0.27, atom 13 (C): -0.66, atom 14 (F): 0.12, atom 15 (F): 0.14, atom 16 (F): 0.14, atom 17 (C): -0.01, atom 18 (O): 0.02, atom 19 (C): -0.62, atom 20 (O): 0.10, atom 21 (O): 0.03, atom 22 (C): -0.03, atom 23 (H): 0.07, atom 24 (H): 0.10, atom 25 (H): 0.10, atom 26 (H): 0.10, atom 27 (H): 0.08, atom 28 (H): 0.09, atom 29 (C): -0.02, atom 30 (O): 0.01, atom 31 (C): -0.64, atom 32 (O): 0.09, atom 33 (O): 0.01, atom 34 (C): -0.01, atom 35 (H): 0.10, atom 36 (H): 0.10, atom 37 (H): 0.10, atom 38 (H): 0.09, atom 39 (H): 0.11, atom 40 (H): 0.07, atom 41 (C): -0.03, atom 42 (O): 0.04, atom 43 (C): -0.63, atom 44 (O): 0.02, atom 45 (O): 0.03, atom 46 (C): 0.01, atom 47 (H): 0.11, atom 48 (H): 0.10, atom 49 (H): 0.07, atom 50 (H): 0.11, atom 51 (H): 0.08, atom 52 (H): 0.09, atom 53 (C): -0.02, atom 54 (O): 0.02, atom 55 (C): -0.63, atom 56 (O): 0.11, atom 57 (O): 0.01, atom 58 (C): -0.03, atom 59 (H): 0.09, atom 60 (H): 0.08, atom 61 (H): 0.08, atom 62 (H): 0.10, atom 63 (H): 0.10, atom 64 (H): 0.08, atom 65 (C): -0.04, atom 66 (C): -0.06, atom 67 (C): -0.01, atom 68 (C): -0.15, atom 69 (C): -0.01, atom 70 (C): -0.05, atom 71 (N): -0.35, atom 72 (O): 0.07, atom 73 (O): 0.08, atom 74 (H): 0.09, atom 75 (H): 0.11, atom 76 (H): 0.12, atom 77 (H): 0.10, atom 78 (H): 0.10, atom 79 (C): -0.06, atom 80 (C): -0.07, atom 81 (C): 0.01, atom 82 (C): -0.14, atom 83 (C): -0.01, atom 84 (C): -0.06, atom 85 (N): -0.34, atom 86 (O): 0.08, atom 87 (O): 0.06, atom 88 (H): 0.11, atom 89 (H): 0.11, atom 90 (H): 0.10, atom 91 (H): 0.12, atom 92 (H): 0.11, atom 93 (C): -0.06, atom 94 (C): -0.06, atom 95 (C): 0.00, atom 96 (C): -0.16, atom 97 (C): -0.01, atom 98 (C): -0.05, atom 99 (N): -0.34